1.
Entry from the Open Molecules 2025 dataset: a cluster of 3 separate species, C21H30N2O6P in total (the ωB97M-V functional and the def2-TZVPD basis).

The charge is +1. Its HOMO energy is -0.435 hartree. As for the gap between HOMO and LUMO: 8.6 eV.

Geometry (Å):
C (-1.527, 4.083, -0.494)
C (-1.264, 3.320, 0.809)
O (-0.693, 2.043, 0.604)
C (-1.561, 1.123, -0.016)
C (-0.717, -0.026, -0.554)
C (-0.028, 0.342, -1.882)
C (1.459, 0.692, -1.757)
C (1.814, 2.015, -2.479)
P (2.134, 1.780, -4.244)
C (0.665, 2.130, -5.232)
C (1.092, 2.294, -6.679)
O (2.170, 1.874, -7.059)
H (-1.401, 5.148, -0.341)
H (-0.826, 3.710, -1.239)
H (-2.533, 3.895, -0.861)
H (-2.171, 3.251, 1.412)
H (-0.541, 3.878, 1.401)
H (-2.095, 1.567, -0.861)
H (-2.310, 0.729, 0.668)
H (-1.345, -0.903, -0.673)
H (0.042, -0.227, 0.198)
H (-0.574, 1.175, -2.327)
H (-0.142, -0.500, -2.568)
H (2.090, -0.090, -2.174)
H (1.764, 0.818, -0.722)
H (2.705, 2.475, -2.058)
H (0.992, 2.726, -2.423)
H (3.132, 2.666, -4.643)
H (2.609, 0.494, -4.493)
H (-0.083, 1.348, -5.112)
H (0.221, 3.058, -4.866)
H (0.398, 2.814, -7.354)
C (-4.131, -0.721, 6.270)
C (-5.128, -1.171, 5.415)
C (-4.839, -1.430, 4.086)
C (-3.545, -1.232, 3.639)
C (-2.538, -0.782, 4.473)
C (-2.840, -0.525, 5.799)
N (-3.231, -1.515, 2.234)
O (-4.129, -1.879, 1.509)
O (-2.082, -1.357, 1.864)
H (-4.361, -0.525, 7.309)
H (-6.133, -1.323, 5.784)
H (-5.607, -1.781, 3.413)
H (-1.537, -0.634, 4.098)
H (-2.065, -0.174, 6.467)
C (2.504, -2.872, -1.189)
C (3.800, -3.367, -1.259)
C (4.515, -3.602, -0.096)
C (3.915, -3.331, 1.119)
C (2.629, -2.834, 1.211)
C (1.923, -2.603, 0.042)
N (4.671, -3.583, 2.359)
O (5.804, -3.993, 2.247)
O (4.112, -3.353, 3.408)
H (1.942, -2.699, -2.099)
H (4.253, -3.578, -2.218)
H (5.522, -3.989, -0.135)
H (2.186, -2.630, 2.174)
H (0.914, -2.221, 0.095)

Löwdin population analysis, charges in e, atoms 1 to 5: -0.066 -0.254 -0.142 -0.231 -0.169

2.
Entry from the Open Molecules 2025 dataset: a structure of composition C3H8N5 (the ωB97M-V functional and the def2-TZVPD basis).

The charge is +1. Its HOMO energy is -0.556 hartree. As for the gap between HOMO and LUMO: 10.3 eV.

Geometry (Å):
C (-1.910, -0.348, -0.048)
C (1.237, 0.330, 1.234)
C (1.294, 0.336, -1.268)
N (-1.764, 1.083, 0.051)
N (-0.765, 1.567, 0.016)
N (-3.073, -0.802, 0.015)
N (-0.522, -0.798, 0.023)
N (0.447, 0.178, 0.002)
H (0.472, 0.223, 2.060)
H (1.973, -0.468, 1.685)
H (1.718, 1.278, 1.098)
H (0.615, 0.157, -2.114)
H (1.632, 1.302, -1.352)
H (2.134, -0.481, -1.305)
H (-3.320, -1.809, 0.131)
H (-0.169, -1.749, -0.230)

Löwdin population analysis, charges in e, atoms 1 to 5: -0.360 -0.031 0.026 0.144 0.282

3.
Entry from the Open Molecules 2025 dataset: a cluster of 7 separate species, C48H43N9O17S2 in total (the ωB97M-V functional and the def2-TZVPD basis).

The charge is 0. Its SMILES is COCc1c(OC#N)cc2nsnc2c1CCCS(=O)(=O)O.O=[N+]([O-])c1ccccc1.O=[N+]([O-])c1ccccc1.O=[N+]([O-])c1ccccc1.O=[N+]([O-])c1ccccc1.O=[N+]([O-])c1ccccc1.O=[N+]([O-])c1ccccc1. Its HOMO energy is -0.310 hartree. As for the gap between HOMO and LUMO: 7.3 eV.

Geometry (Å):
C (-3.446, 4.416, -3.944)
O (-2.248, 3.576, -4.130)
C (-1.187, 4.282, -3.398)
C (-0.692, 3.508, -2.088)
C (-1.657, 2.528, -1.268)
O (-3.051, 2.311, -1.633)
C (-3.225, 1.011, -2.166)
N (-3.279, -0.017, -2.797)
C (-1.181, 1.737, 0.003)
C (0.294, 1.825, 0.564)
N (0.897, 1.141, 1.701)
S (2.509, 1.742, 1.647)
N (2.513, 2.849, 0.325)
C (1.175, 2.832, -0.281)
C (0.755, 3.680, -1.564)
C (1.890, 4.621, -2.180)
C (1.418, 6.119, -2.536)
C (0.372, 6.776, -1.503)
S (0.799, 6.586, 0.293)
O (0.358, 7.876, 0.983)
O (-0.061, 5.488, 0.919)
O (2.429, 6.348, 0.591)
H (-3.599, 4.614, -2.826)
H (-3.327, 5.392, -4.564)
H (-4.336, 3.861, -4.407)
H (-1.573, 5.343, -3.217)
H (-0.291, 4.331, -4.124)
H (-1.906, 1.047, 0.582)
H (2.807, 4.662, -1.501)
H (2.249, 4.140, -3.173)
H (0.917, 6.103, -3.581)
H (2.346, 6.801, -2.666)
H (0.382, 7.917, -1.715)
H (-0.717, 6.447, -1.654)
H (2.481, 6.263, 1.585)
C (4.715, -0.455, 7.852)
C (5.096, -0.931, 6.600)
C (4.294, -0.691, 5.489)
C (3.112, 0.033, 5.643)
C (2.721, 0.506, 6.895)
C (3.529, 0.259, 8.001)
N (2.277, 0.310, 4.472)
O (2.644, -0.139, 3.388)
O (1.265, 0.975, 4.639)
H (5.346, -0.639, 8.716)
H (6.022, -1.488, 6.491)
H (4.603, -1.068, 4.520)
H (1.801, 1.066, 7.024)
H (3.236, 0.625, 8.979)
C (-1.441, -2.395, -3.808)
C (-0.160, -1.852, -3.851)
C (0.875, -2.553, -4.461)
C (0.614, -3.799, -5.031)
C (-0.666, -4.353, -4.985)
C (-1.695, -3.645, -4.370)
N (1.694, -4.531, -5.696)
O (2.810, -4.023, -5.701)
O (1.422, -5.607, -6.214)
H (-2.247, -1.841, -3.335)
H (0.031, -0.878, -3.410)
H (1.868, -2.118, -4.487)
H (-0.875, -5.322, -5.421)
H (-2.690, -4.060, -4.331)
C (-2.866, -10.723, -3.055)
C (-3.074, -9.671, -2.167)
C (-3.047, -8.358, -2.623)
C (-2.814, -8.108, -3.975)
C (-2.598, -9.157, -4.868)
C (-2.625, -10.467, -4.402)
N (-2.810, -6.729, -4.466)
O (-2.985, -5.831, -3.649)
O (-2.636, -6.550, -5.665)
H (-2.894, -11.747, -2.696)
H (-3.261, -9.877, -1.118)
H (-3.210, -7.548, -1.921)
H (-2.411, -8.972, -5.921)
H (-2.460, -11.291, -5.089)
C (7.861, 6.943, 1.851)
C (6.728, 6.135, 1.804)
C (5.935, 6.113, 0.662)
C (6.289, 6.903, -0.432)
C (7.418, 7.719, -0.388)
C (8.204, 7.737, 0.760)
N (5.471, 6.863, -1.645)
O (4.476, 6.148, -1.638)
O (5.828, 7.543, -2.598)
H (8.481, 6.953, 2.743)
H (6.466, 5.519, 2.659)
H (5.055, 5.479, 0.638)
H (7.698, 8.340, -1.233)
H (9.086, 8.367, 0.803)
C (-1.582, 1.051, 12.987)
C (-1.382, 2.160, 12.171)
C (-0.155, 2.353, 11.545)
C (0.866, 1.423, 11.740)
C (0.674, 0.314, 12.563)
C (-0.555, 0.131, 13.187)
N (2.151, 1.608, 11.062)
O (2.290, 2.603, 10.363)
O (3.014, 0.754, 11.231)
H (-2.543, 0.901, 13.470)
H (-2.185, 2.874, 12.020)
H (-0.012, 3.222, 10.911)
H (1.465, -0.412, 12.724)
H (-0.716, -0.730, 13.827)
C (-6.897, -5.420, -8.205)
C (-7.908, -5.153, -7.286)
C (-7.972, -5.867, -6.094)
C (-7.015, -6.846, -5.831)
C (-6.005, -7.123, -6.751)
C (-5.950, -6.405, -7.942)
N (-7.063, -7.584, -4.566)
O (-7.973, -7.327, -3.790)
O (-6.186, -8.412, -4.356)
H (-6.847, -4.856, -9.132)
H (-8.644, -4.384, -7.498)
H (-8.765, -5.649, -5.386)
H (-5.258, -7.886, -6.557)
H (-5.166, -6.611, -8.664)

Löwdin population analysis, charges in e, atoms 1 to 5: -0.110 -0.218 -0.175 0.009 -0.095

Number 1: F_max 1.41 eV Å⁻¹. Number 2: F_max 5.39 eV Å⁻¹. Number 3: F_max 7.82 eV Å⁻¹.